# 1
Here is a cluster of 2 separate species, C2H5B in total at a distorted geometry from OMol25. Energies are from the ωB97M-V functional and the def2-TZVPD basis.

```
8
Properties=species:S:1:pos:R:3
B -0.19 0.58 -0.54
C -0.72 -0.69 0.10
C 0.60 0.01 0.63
H -0.59 2.99 -1.75
H -1.27 -0.60 0.95
H -0.58 -1.59 -0.39
H 1.49 -0.62 0.56
H 0.45 0.30 1.71
```

Frontier orbital gap (spin up / spin down) = 0.3567 / 0.2918 hartree
Spin multiplicity = 1
Energy relative to the best compared isomer or geometry (same formula, charge and spin) = 5.4913 eV
HOMO (spin up / spin down) = -10.21 / -8.34 eV

# 2
Here is a cluster of 13 separate species, C26H78O13 in total at a distorted geometry from OMol25. Energies are from the ωB97M-V functional and the def2-TZVPD basis.

```
117
Properties=species:S:1:pos:R:3
C 35.04 -3.60 -4.57
C 36.35 -4.04 -5.20
O 37.43 -3.78 -4.28
H 34.22 -3.74 -5.28
H 34.99 -2.53 -4.40
H 34.88 -4.24 -3.70
H 36.55 -3.46 -6.11
H 36.34 -5.08 -5.54
H 37.60 -2.83 -4.27
C 29.46 -9.54 2.80
C 29.86 -9.49 1.32
O 29.57 -10.72 0.66
H 30.36 -9.75 3.39
H 28.78 -10.37 3.00
H 29.03 -8.60 3.14
H 30.88 -9.14 1.20
H 29.15 -8.80 0.85
H 30.41 -11.19 0.55
C 31.99 -3.77 -2.84
C 31.49 -3.28 -4.18
O 30.42 -2.36 -3.81
H 31.16 -4.20 -2.29
H 32.52 -2.97 -2.34
H 32.70 -4.59 -2.98
H 31.04 -4.01 -4.86
H 32.18 -2.68 -4.79
H 30.00 -2.00 -4.59
C 29.51 -8.57 -2.91
C 29.39 -10.04 -3.32
O 28.31 -10.04 -4.28
H 29.52 -7.95 -3.81
H 30.34 -8.47 -2.21
H 28.65 -8.29 -2.29
H 29.24 -10.79 -2.54
H 30.33 -10.35 -3.81
H 28.18 -10.93 -4.63
C 35.42 -10.65 -5.17
C 35.98 -9.25 -5.16
O 36.41 -8.91 -3.83
H 35.01 -10.91 -6.14
H 34.67 -10.83 -4.40
H 36.21 -11.39 -4.96
H 35.14 -8.57 -5.38
H 36.85 -9.21 -5.81
H 37.05 -8.20 -3.87
C 36.75 -9.12 -0.07
C 36.50 -10.41 -0.85
O 37.62 -10.68 -1.70
H 37.18 -8.35 -0.70
H 37.41 -9.38 0.76
H 35.80 -8.80 0.36
H 35.60 -10.47 -1.46
H 36.40 -11.28 -0.20
H 37.70 -9.99 -2.36
C 30.41 -6.03 0.50
C 31.40 -4.96 0.90
O 32.58 -5.63 1.41
H 30.65 -6.51 -0.45
H 29.43 -5.60 0.29
H 30.34 -6.83 1.24
H 31.07 -4.28 1.68
H 31.71 -4.39 0.03
H 33.12 -5.80 0.63
C 31.45 -12.73 -1.96
C 32.38 -11.80 -1.21
O 32.13 -12.00 0.16
H 30.41 -12.42 -1.75
H 31.46 -13.67 -1.41
H 31.53 -12.83 -3.04
H 32.08 -10.75 -1.42
H 33.41 -11.77 -1.59
H 32.80 -11.52 0.69
C 38.22 -5.40 -0.31
C 37.05 -4.41 -0.41
O 36.41 -4.44 -1.69
H 38.03 -6.30 -0.89
H 38.34 -5.61 0.75
H 39.15 -4.98 -0.69
H 37.50 -3.44 -0.17
H 36.26 -4.63 0.31
H 36.90 -3.95 -2.38
C 34.17 -11.18 3.85
C 34.67 -10.93 2.45
O 33.68 -10.28 1.64
H 33.52 -12.05 3.97
H 33.76 -10.32 4.38
H 35.01 -11.54 4.46
H 34.89 -11.92 2.04
H 35.56 -10.30 2.41
H 33.36 -9.46 2.08
C 33.60 -6.98 4.62
C 33.76 -6.76 3.14
O 32.97 -7.66 2.38
H 33.76 -8.03 4.88
H 32.61 -6.73 4.98
H 34.33 -6.38 5.17
H 34.81 -6.91 2.87
H 33.64 -5.71 2.85
H 32.58 -7.13 1.67
C 34.11 -2.31 0.31
C 33.06 -1.22 0.53
O 31.79 -1.69 -0.01
H 35.13 -2.04 0.57
H 34.10 -2.70 -0.71
H 33.80 -3.17 0.91
H 33.37 -0.31 0.01
H 32.95 -1.03 1.59
H 31.79 -1.28 -0.88
C 33.35 -8.18 -1.18
C 34.10 -7.04 -1.84
O 33.88 -5.84 -1.11
H 32.30 -7.93 -1.00
H 33.83 -8.43 -0.24
H 33.35 -9.07 -1.81
H 33.65 -6.86 -2.83
H 35.16 -7.32 -1.88
H 34.52 -5.17 -1.40
```

Frontier orbital gap = 0.3458 hartree
Spin multiplicity = 1
Energy relative to the best compared isomer or geometry (same formula, charge and spin) = 3.4099 eV
HOMO = -9.27 eV